13 unconnected molecules or ions with the total composition C4H34O13S2 at a distorted geometry. Source: OMol25; level of theory: wB97M-V/def2-TZVPD.

Geometry as XYZ:
```
53
Properties=species:S:1:pos:R:3:forces:R:3:mulliken_charge:R:1
C -0.3860 -2.7671 -1.6303 -0.7 -1.8 -1.3 -0.5610
C -1.7499 -3.1648 -0.9258 2.0 0.9 -2.0 -0.8253
O -2.2892 -1.9200 -0.6054 -0.5 0.4 2.4 -0.5850
C 0.6042 -2.2807 -0.6468 0.1 3.7 1.2 0.1803
S 2.2969 -2.1238 -1.2862 0.2 -1.1 -0.7 -0.1432
S 3.3225 -0.7599 -0.2282 -0.6 0.7 0.0 -0.0218
C 4.0600 -1.4958 1.2258 1.2 -1.0 0.7 -0.8450
H 0.0391 -3.6883 -2.0382 0.0 -0.2 -0.4 0.4848
H -0.5029 -2.0578 -2.4737 -0.4 -0.3 0.6 0.1710
H -2.4904 -3.6545 -1.5570 0.4 -0.1 -0.4 0.3403
H -1.4394 -3.9039 -0.1789 -0.5 0.5 0.8 0.3120
H -1.8288 -1.5381 0.2059 -0.7 -0.5 -1.0 0.4609
H 0.5858 -2.8533 0.2528 0.1 -0.5 0.7 0.3672
H 0.3859 -1.1749 -0.3723 0.1 -1.7 -0.2 -0.1774
H 3.7708 -0.9945 2.1551 -0.2 -0.1 -0.3 0.2380
H 3.9832 -2.5945 1.3691 -0.5 0.7 -0.4 0.3073
H 5.1371 -1.3483 1.0848 -0.1 0.1 0.2 0.3560
H 0.6518 1.3824 -4.6652 0.1 0.0 0.0 0.2903
H 1.5521 0.4959 -3.7496 -0.7 0.1 -0.5 0.3292
O 0.7196 0.5082 -4.2690 0.6 -0.1 0.5 -0.6566
H 0.8321 -2.4094 -3.8739 0.1 -0.1 -0.4 0.2913
H 0.6753 -1.4426 -5.0317 0.0 -0.5 0.1 0.3690
O 0.7122 -2.4007 -4.8353 0.0 0.6 0.1 -0.6622
H -1.8678 0.6663 4.6037 0.1 0.1 0.0 0.3131
H -0.6774 -0.2084 5.0635 0.0 0.1 0.0 0.3038
O -1.5749 -0.2426 4.7184 -0.2 -0.3 -0.1 -0.6058
H -2.1236 0.6513 0.0524 -0.4 0.0 0.2 0.3196
H -3.0382 -0.0686 -0.9141 0.1 0.8 0.3 0.4161
O -2.9017 0.8216 -0.5057 0.1 -0.8 -0.4 -0.7616
H 0.6185 2.7245 0.4336 0.2 0.5 -0.1 0.2851
H 1.6313 3.4964 1.3784 -0.2 0.1 -0.4 0.2618
O 1.2493 2.6417 1.1587 -0.1 -0.3 0.3 -0.5484
H -0.4190 -0.2779 1.5331 -1.5 -0.2 0.8 0.2704
H -1.8540 -0.4866 2.2510 0.4 0.1 0.2 0.0837
O -1.4061 -0.4589 1.3985 1.2 0.2 -0.5 -0.4213
H 1.2000 3.0387 -2.5334 -0.3 0.3 0.9 0.3404
H 1.8685 3.6633 -1.2218 -0.8 -0.2 0.0 0.2565
O 1.9822 3.4325 -2.1386 1.4 -0.2 -1.1 -0.5878
H -0.3377 2.7491 4.1940 -0.3 -0.5 0.0 0.3262
H -0.6937 2.8967 2.7731 -0.2 -0.6 -0.3 0.2752
O -0.7737 2.2366 3.4837 0.1 1.9 0.7 -0.6231
H 1.2503 0.8684 1.9940 0.0 0.1 0.4 0.1564
H 0.1961 1.0326 3.1441 0.6 -0.5 -0.8 0.4168
O 0.7599 0.3680 2.6669 0.4 -0.5 0.0 -0.5601
H -3.6472 3.1421 -2.4703 -0.1 -0.2 0.1 0.2815
H -2.8409 2.1930 -1.4781 -0.5 0.0 -0.3 0.5061
O -2.8152 3.0217 -2.0127 0.4 0.1 0.1 -0.7009
H -1.2733 3.6372 -1.1562 -0.1 0.4 -0.5 0.3597
H -0.6530 4.8672 -1.8221 0.0 -0.1 0.0 0.2418
O -0.4384 4.1280 -1.2464 -0.1 -0.2 0.7 -0.5651
H -0.6828 -3.1717 3.0509 0.0 -0.1 0.0 0.3107
H 0.3771 -2.1106 2.8674 0.1 0.1 0.0 0.2830
O 0.2434 -3.0652 2.8081 -0.1 0.2 0.0 -0.6540
```
Positions in Å, forces in eV/Å.

Values from the calculation:
Relative energy (zero: lowest compared OMol25 entry of this formula, charge and spin): 41.93 kcal/mol
Total charge: 0
DFT total energy: -52987.95519 eV
E_HOMO: -0.32070 Eh
Multiplicity: 1
Kohn-Sham gap: 0.3016 Ha